CH3AlF4N3O12S4 | ωB97M-V/def2-TZVPD

XYZ file:
```
28
Properties=species:S:1:pos:R:3:mulliken_charge:R:1
Al -0.7765 0.0921 0.2004 0.979
N 1.2100 1.0650 -4.1047 -0.263
S 0.9315 1.3864 -5.5910 1.069
O 0.5196 0.3092 -6.4769 -0.575
O 1.6109 2.5610 -6.2415 -0.575
F -0.4874 2.0131 -5.3982 -0.286
S 2.7833 0.6275 -4.4928 1.085
O 3.7275 1.7785 -4.3544 -0.570
O 3.0555 -0.3963 -5.4875 -0.522
F 2.9777 -0.1407 -3.1354 -0.259
N -0.3059 -4.0952 2.2874 -0.182
S -1.1358 -5.3033 2.3688 1.021
O -1.7082 -5.6470 3.6789 -0.584
O -0.8990 -6.4150 1.4142 -0.610
F -2.4394 -4.7107 1.7172 -0.306
S 0.8804 -4.6381 3.3701 1.065
O 1.7459 -5.7926 3.0740 -0.556
O 0.6617 -4.4346 4.7879 -0.559
F 1.8337 -3.3870 3.1896 -0.280
C -0.3605 2.6872 5.1012 -0.419
O -0.6912 3.1190 3.8400 -0.283
H 0.5175 2.0433 5.1516 0.245
H -0.2130 3.5251 5.7825 0.270
H -1.1940 2.1924 5.5998 0.272
N -3.1095 5.3933 -1.5924 1.212
O -3.9562 5.8211 -2.3105 -0.503
O -2.4834 6.0571 -0.7830 -0.436
O -2.6951 4.2893 -1.5953 -0.454
```

The value obtained for the strongest force on any atom is 11.8 eV/A. The total energy comes out at -90917.29052 eV. The frontier orbital gap is 1.674 eV. Its charge is -1.



C5H13O2S | ωB97M-V/def2-TZVPD

XYZ file:
```
21
Properties=species:S:1:pos:R:3:mulliken_charge:R:1
C 1.9511 1.2151 -0.3315 -1.156
C 1.9774 -1.5279 -0.6793 -1.261
C -2.1868 -1.4976 0.6661 -0.928
C -2.1562 1.5620 0.2538 -0.867
C 1.2749 -0.1531 -0.5969 0.382
O -1.5336 -0.2891 -1.6090 -0.568
O 0.1151 -0.0674 0.2866 -0.309
S -1.5113 -0.0781 -0.2048 1.114
H 1.5069 1.8887 -1.0605 0.333
H 2.0025 1.5902 0.7241 0.291
H 2.9804 1.1037 -0.7323 0.367
H 2.4335 -1.8911 0.1835 0.388
H 2.8002 -1.2165 -1.3344 0.356
H 1.3190 -2.2387 -1.1571 0.319
H -1.6408 -2.3914 0.3177 0.341
H -3.1751 -1.5439 0.2612 0.419
H -2.2625 -1.6553 1.8233 0.345
H -2.1171 1.5083 1.3986 0.371
H -3.2053 1.6936 -0.1875 0.379
H -1.3830 2.3150 0.0424 0.337
H 0.8695 -0.0107 -1.5514 0.347
```

The value obtained for the strongest force on any atom is 5.0 eV/A. The total energy comes out at -20316.34385 eV. Its relative energy (zero: lowest compared OMol25 entry of this formula, charge and spin) is 273.0 kJ/mol. The frontier orbital gap is 11.612 eV. Its charge is +1.



C3H10NO | ωB97M-V/def2-TZVPD

XYZ file:
```
15
Properties=species:S:1:pos:R:3:mulliken_charge:R:1
C 2.1636 0.8015 0.7244 -0.796
N 1.2884 0.0045 -0.1851 -0.258
H 2.6713 0.1358 1.4069 0.341
H 2.7833 1.4859 0.1603 0.356
H 1.5263 1.4707 1.3014 0.343
H 0.5596 -0.4754 0.3560 0.319
H 1.7724 -0.6848 -0.7554 0.341
H 0.7436 0.6399 -0.7710 0.387
C -2.1664 0.4669 -0.5718 -0.733
C -1.8094 -0.8038 -0.5572 -0.013
O -1.1749 -1.3728 0.5440 -0.585
H -2.1455 1.0655 0.3334 0.312
H -2.5862 0.8825 -1.4770 0.269
H -1.9368 -1.4893 -1.3822 0.386
H -1.6894 -2.1271 0.8733 0.331
```

The value obtained for the strongest force on any atom is 0.8 eV/A. The total energy comes out at -6803.37712 eV. Its relative energy (zero: lowest compared OMol25 entry of this formula, charge and spin) is 90.1 kJ/mol. The frontier orbital gap is 10.471 eV. Its charge is +1.



C11H35ClO13P4Si | ωB97M-V/def2-TZVPD

XYZ file:
```
65
Properties=species:S:1:pos:R:3:mulliken_charge:R:1
C -4.0924 0.0202 6.0214 -1.006
Si -2.9237 -0.4196 4.6295 0.423
C -1.4053 -1.2115 5.4184 -0.711
P -2.2518 1.4736 3.5448 0.188
O -1.0768 2.1272 4.5069 -0.466
Cl -1.2175 0.6841 1.9143 -0.214
H -4.6018 -0.9009 6.3127 0.291
H -3.5191 0.3414 6.8932 0.309
H -4.8119 0.8013 5.7799 0.337
H -3.4818 -1.4315 3.7035 -0.122
H -1.0184 -0.5149 6.1633 0.375
H -0.6383 -1.3891 4.6633 -0.044
H -1.7096 -2.1494 5.8839 0.350
H -0.2918 2.2779 3.9650 0.289
C -2.5218 2.6431 -0.5599 -0.660
O -2.5656 3.2594 -1.8602 -0.208
P -3.6978 4.3344 -2.1799 0.936
O -3.6965 4.6075 -3.6176 -0.696
O -3.1414 5.5516 -1.2852 -0.342
C -2.0156 6.2779 -1.7760 -0.694
O -5.1441 4.4049 -1.5382 -0.244
C -6.0334 3.2915 -1.7582 -0.659
H -1.6016 2.0738 -0.4993 0.216
H -2.5323 3.3956 0.2306 0.372
H -3.3650 1.9642 -0.4296 0.331
H -1.9125 6.1727 -2.8556 0.348
H -1.1060 5.9301 -1.2827 0.239
H -2.1678 7.3265 -1.5286 0.232
H -5.6033 2.3623 -1.3826 0.272
H -6.2566 3.1944 -2.8204 0.327
H -6.9471 3.5011 -1.2108 0.223
C 0.4903 -2.0196 1.5980 -0.408
O 0.4099 -3.4204 1.9176 -0.273
P 1.7388 -4.2996 1.9145 0.968
O 1.3732 -5.7134 2.0044 -0.710
O 2.4196 -3.7204 3.2555 -0.344
C 1.8899 -4.1500 4.5088 -0.563
O 3.0299 -4.0419 1.0372 -0.227
C 2.8860 -4.0967 -0.3987 -0.609
H -0.4778 -1.5703 1.8055 -0.044
H 1.2490 -1.5252 2.2083 0.366
H 0.7211 -1.8784 0.5407 0.357
H 1.3555 -5.0948 4.4134 0.355
H 1.2207 -3.3868 4.9114 0.113
H 2.7260 -4.2763 5.1938 0.238
H 2.1494 -3.3676 -0.7378 0.283
H 2.5917 -5.0971 -0.7135 0.362
H 3.8477 -3.8499 -0.8374 0.143
C 4.5331 1.3124 -5.0222 -0.614
O 4.3411 -0.0150 -5.5420 -0.275
P 3.7768 -1.1580 -4.5876 0.828
O 3.9128 -2.4524 -5.2563 -0.697
O 2.2491 -0.6648 -4.4743 -0.227
C 1.3899 -0.8878 -5.5941 -0.734
O 3.9567 -1.2538 -3.0128 -0.056
C 5.3262 -1.3584 -2.5580 -0.732
H 4.7660 1.9570 -5.8644 0.247
H 3.6263 1.6714 -4.5332 0.311
H 5.3659 1.3359 -4.3191 0.252
H 1.7602 -1.6943 -6.2258 0.356
H 1.2989 0.0283 -6.1796 0.256
H 0.4085 -1.1533 -5.2073 0.222
H 5.9140 -0.4993 -2.8839 0.292
H 5.7799 -2.2753 -2.9349 0.359
H 5.3227 -1.3837 -1.4723 0.212
```

The value obtained for the strongest force on any atom is 4.2 eV/A. Its SMILES is C[SiH](C)P(O)Cl.COP(=O)(OC)OC.COP(=O)(OC)OC.COP(=O)(OC)OC. The total energy comes out at -96153.76186 eV. The frontier orbital gap is 8.880 eV.



C17H22N5O4PS6Ta | ωB97M-V/def2-TZVPD

XYZ file:
```
56
Properties=species:S:1:pos:R:3:mulliken_charge:R:1
Ta -0.1760 0.2327 -0.4673 -0.185
S 2.2129 0.1684 -1.3429 -0.270
C 2.5468 -1.1075 -0.2299 0.966
S 1.2107 -1.4463 0.8229 -0.374
C 3.7381 -1.7795 -0.1523 0.367
C 3.9314 -2.7929 0.8349 -0.101
N 4.0680 -3.6114 1.6335 -0.523
C 4.8152 -1.4725 -1.0373 -0.121
N 5.6810 -1.2264 -1.7550 -0.512
N -1.8060 -1.2842 0.1963 -0.626
C -3.1095 -0.9359 -0.4003 -0.562
C -3.3958 0.5072 -0.0483 -0.598
N -2.2578 1.3424 -0.4803 -0.268
H -1.4980 -2.2014 -0.1098 0.341
H -1.8781 -1.3172 1.2103 0.348
H -3.9166 -1.5813 -0.0468 0.457
H -3.0163 -1.0615 -1.4805 0.220
H -3.5018 0.6106 1.0329 0.356
H -4.3308 0.8273 -0.5106 0.429
H -2.1510 2.1394 0.1409 0.286
H -2.4336 1.7179 -1.4128 0.285
C -0.3685 5.4793 3.6239 -1.368
C -0.6046 4.3345 2.6704 -0.153
O 0.5966 3.5341 2.6387 -0.186
P 0.7350 2.2866 1.6661 1.128
S 0.5126 2.7772 -0.2510 -0.310
S -0.6614 0.9213 2.0936 -0.495
O 2.1980 1.8126 1.9240 -0.342
C 2.6327 0.9879 3.0399 -0.195
C 3.2029 1.8537 4.1373 -1.252
H -1.2646 6.0977 3.6829 0.394
H 0.4601 6.0987 3.2833 0.329
H -0.1383 5.1066 4.6216 0.322
H -0.8091 4.6882 1.6581 0.342
H -1.4320 3.7022 2.9991 0.324
H 3.3760 0.3187 2.6127 0.255
H 1.7893 0.3869 3.3802 0.377
H 4.0419 2.4430 3.7692 0.308
H 3.5543 1.2181 4.9510 0.399
H 2.4451 2.5327 4.5285 0.274
O -2.2753 2.3554 -3.3383 -0.780
S -0.9440 1.9017 -3.6588 1.095
O 0.1176 2.8536 -3.6889 -0.640
N -0.5925 0.6376 -2.6369 0.065
C -0.5060 -0.5249 -3.2666 0.977
S -0.1814 -1.8449 -2.3031 -0.391
C -0.6833 -0.4220 -4.7309 0.202
C -0.6060 -1.4188 -5.6857 -0.676
C -0.8059 -1.0629 -7.0137 -0.587
C -1.0756 0.2556 -7.3695 -0.567
C -1.1510 1.2592 -6.4095 -0.751
C -0.9510 0.8851 -5.0983 0.228
H -0.3862 -2.4376 -5.3945 0.472
H -0.7451 -1.8194 -7.7844 0.412
H -1.2228 0.5087 -8.4109 0.397
H -1.3506 2.2865 -6.6819 0.478
```

The value obtained for the strongest force on any atom is 0.3 eV/A. The expectation value of S² is 0.757. The spin multiplicity is 2. The total energy comes out at -109484.01465 eV. Its relative energy (zero: lowest compared OMol25 entry of this formula, charge and spin) is 5.3 kJ/mol. The frontier orbital gap (alpha / beta) is 6.034 / 6.577 eV.



CH9N2O | ωB97M-V/def2-TZVPD

XYZ file:
```
13
Properties=species:S:1:pos:R:3:mulliken_charge:R:1
O 2.2822 -0.8401 0.9728 -0.653
H 2.6675 -0.4142 1.7485 0.366
H 0.9274 -0.3904 0.4844 0.394
H 2.6898 -1.7241 0.9795 0.349
N -0.0147 -0.6134 -0.0765 -0.391
C -1.0828 0.4741 -0.0064 -0.303
N -1.0784 1.3440 -1.1903 -0.105
H -0.4584 -1.5157 0.1299 0.385
H 0.2375 -0.7516 -1.0646 0.408
H -1.0045 1.0403 0.9155 0.387
H -2.0257 -0.0896 -0.0551 0.388
H -1.9269 1.1115 -1.7380 0.390
H -1.2129 2.3692 -1.0998 0.387
```

The value obtained for the strongest force on any atom is 3.6 eV/A. The expectation value of S² is 0.754. The spin multiplicity is 2. The total energy comes out at -6189.26188 eV. Its relative energy (zero: lowest compared OMol25 entry of this formula, charge and spin) is 56.6 kJ/mol. The frontier orbital gap (alpha / beta) is 12.615 / 6.034 eV. Its charge is +2.



C16H23N4Sr | ωB97M-V/def2-TZVPD

XYZ file:
```
44
Properties=species:S:1:pos:R:3:mulliken_charge:R:1
Sr -0.0467 0.6542 -1.4399 1.551
C 1.1919 -1.9354 0.6472 -0.802
C 2.3487 -0.9675 0.4566 -0.939
N 1.8991 0.4255 0.4198 0.194
C 1.5611 1.0419 1.6962 -1.225
C 0.1210 0.8043 2.0962 0.522
C -0.2149 0.7357 3.4392 -0.867
C -1.5253 0.4628 3.7893 -0.540
C -2.4466 0.2289 2.7837 -0.831
C -2.0375 0.3279 1.4626 0.573
C -3.0505 0.0717 0.3654 -1.181
N -2.4944 -0.4865 -0.8769 -0.055
C -2.2744 -1.9477 -0.8601 -1.018
C -1.1066 -2.3962 0.0037 -0.684
N 0.2024 -1.8869 -0.4506 0.025
N -0.7821 0.6475 1.1173 0.313
H 0.6685 -1.6696 1.5667 0.331
H 1.5863 -2.9443 0.8054 0.508
H 2.8625 -1.1678 -0.4866 0.394
H 3.0663 -1.1459 1.2676 0.371
H 2.5874 0.9884 -0.0598 0.069
H 1.7285 2.1184 1.6072 0.432
H 2.2042 0.6868 2.5100 0.317
H 0.5443 0.8731 4.1972 0.463
H -1.8171 0.4001 4.8291 0.447
H -3.4681 -0.0381 3.0185 0.452
H -3.5257 1.0228 0.1099 0.420
H -3.8383 -0.5651 0.7838 0.355
H -3.1839 -0.3104 -1.6000 0.262
H -2.1097 -2.2572 -1.8958 0.414
H -3.1626 -2.4856 -0.5064 0.424
H -1.1291 -3.4899 0.0547 0.491
H -1.2581 -2.0460 1.0245 0.327
H 0.5375 -2.4902 -1.1969 0.231
C 1.5595 2.8663 -2.3910 -0.707
C 2.5044 1.8354 -2.2460 -0.583
C 2.2105 0.8222 -3.1851 -0.686
C 1.1012 1.2480 -3.9372 -0.711
C 0.7001 2.5114 -3.4513 -0.717
H 1.5535 3.8095 -1.8633 0.442
H 3.3901 1.8790 -1.6249 0.857
H 2.8050 -0.0600 -3.3771 0.443
H 0.6609 0.7253 -4.7755 0.472
H -0.1231 3.1034 -3.8273 0.448
```

The value obtained for the strongest force on any atom is 0.7 eV/A. The total energy comes out at -23758.28106 eV. Its relative energy (zero: lowest compared OMol25 entry of this formula, charge and spin) is 0.0 kJ/mol. The frontier orbital gap is 7.568 eV. Its charge is +1.



C24H35BBrN4O5PSZr | ωB97M-V/def2-TZVPD

XYZ file:
```
73
Properties=species:S:1:pos:R:3:mulliken_charge:R:1
C -1.4276 4.3592 0.3492 -1.419
C -1.6333 3.2555 -0.6902 -0.208
N -2.4367 2.1490 -0.1880 0.736
C -2.4824 1.0247 -1.1423 -1.271
C -2.2711 -0.3655 -0.5022 -0.915
N -0.9027 -0.7906 0.0108 1.567
C -0.5926 -2.0837 -0.4970 -1.488
C -0.7779 -3.2225 0.2571 -0.476
C -0.5124 -4.4693 -0.2736 0.574
C -0.7556 -5.7258 0.5743 -0.955
P 0.5458 -6.0470 1.8185 1.254
O 1.1798 -7.3961 1.6456 -0.753
O -0.0040 -5.9136 3.2541 -0.421
O 1.8511 -4.9595 1.5640 -0.457
C -0.0628 -4.6069 -1.5749 -1.069
C 0.1453 -3.4735 -2.3218 -0.833
C -0.1193 -2.2326 -1.7896 1.350
S 0.1277 -0.7448 -2.6887 -0.049
C 0.7819 0.2692 -1.3939 1.057
C 1.8473 1.1386 -1.6317 -0.087
B 2.5330 1.2571 -3.1094 0.797
N 2.9486 0.0754 -3.8101 -0.468
O 2.7334 2.4669 -3.6503 -0.498
C 2.3149 1.9111 -0.5060 0.529
C 3.4501 2.8767 -0.6122 -1.515
C 4.5755 2.4212 0.3392 -0.776
N 4.6622 0.9375 0.2944 -0.465
C 1.7347 1.7455 0.6998 -0.764
C 0.6724 0.8686 0.9464 0.663
C 0.1942 0.7796 2.3628 -1.993
C -1.2007 1.4015 2.6824 0.700
C -2.3220 0.3579 2.7047 -0.792
Br -1.0505 2.0694 4.5195 0.046
C 0.1721 0.1194 -0.1606 -1.928
C -3.8328 2.6384 0.0535 0.261
C -4.5554 3.4464 -0.9975 -1.349
O -4.3563 2.4145 1.0858 -0.388
H -2.3009 4.5240 0.9755 0.358
H -0.6423 4.0186 1.0209 0.351
H -1.1026 5.2862 -0.1046 0.416
H -0.6495 2.8617 -0.9193 -0.058
H -2.0083 3.6822 -1.6287 0.615
H -3.5122 0.9896 -1.5043 0.753
H -1.8766 1.2489 -2.0116 0.465
H -2.9659 -0.4447 0.3257 0.514
H -2.5940 -1.0963 -1.2392 0.612
H -1.1408 -3.1239 1.2708 0.738
H -0.6641 -6.5920 -0.0747 0.525
H -1.7039 -5.6472 1.0988 0.503
H 0.2585 -6.7094 3.7635 0.406
H 1.8624 -4.2339 2.2197 0.359
H 0.1351 -5.5745 -2.0065 0.588
H 0.5126 -3.5607 -3.3326 0.568
H 2.3519 -0.1689 -4.5955 0.286
H 2.9864 -0.7393 -3.2117 0.250
H 2.5363 3.1862 -3.0424 0.375
H 3.8725 2.9300 -1.6075 0.620
H 3.0952 3.8692 -0.3270 0.336
H 5.5211 2.8626 0.0598 0.539
H 4.2757 2.6925 1.3479 0.326
H 5.6202 0.6485 0.4592 0.318
H 4.1712 0.5812 1.1050 0.151
H 2.1271 2.3108 1.5292 0.627
H 0.1494 -0.2746 2.6393 0.325
H 0.9240 1.2380 3.0139 0.878
H -1.4430 2.2815 2.0977 -0.166
H -3.2676 0.7599 2.3507 0.108
H -2.0623 -0.5395 2.1552 -0.133
H -2.4855 0.0362 3.7269 0.713
H -4.6829 4.4648 -0.6411 0.392
H -4.0447 3.4982 -1.9560 0.386
H -5.5471 3.0382 -1.1568 0.408
Zr 3.1209 -6.2559 0.5780 1.350
```

The value obtained for the strongest force on any atom is 3.1 eV/A. The total energy comes out at -133732.59949 eV. The frontier orbital gap is 3.240 eV. Its charge is +4.



Please write out number 7 again, unchanged.
C16H23N4Sr | ωB97M-V/def2-TZVPD

XYZ file:
```
44
Properties=species:S:1:pos:R:3:mulliken_charge:R:1
Sr -0.0467 0.6542 -1.4399 1.551
C 1.1919 -1.9354 0.6472 -0.802
C 2.3487 -0.9675 0.4566 -0.939
N 1.8991 0.4255 0.4198 0.194
C 1.5611 1.0419 1.6962 -1.225
C 0.1210 0.8043 2.0962 0.522
C -0.2149 0.7357 3.4392 -0.867
C -1.5253 0.4628 3.7893 -0.540
C -2.4466 0.2289 2.7837 -0.831
C -2.0375 0.3279 1.4626 0.573
C -3.0505 0.0717 0.3654 -1.181
N -2.4944 -0.4865 -0.8769 -0.055
C -2.2744 -1.9477 -0.8601 -1.018
C -1.1066 -2.3962 0.0037 -0.684
N 0.2024 -1.8869 -0.4506 0.025
N -0.7821 0.6475 1.1173 0.313
H 0.6685 -1.6696 1.5667 0.331
H 1.5863 -2.9443 0.8054 0.508
H 2.8625 -1.1678 -0.4866 0.394
H 3.0663 -1.1459 1.2676 0.371
H 2.5874 0.9884 -0.0598 0.069
H 1.7285 2.1184 1.6072 0.432
H 2.2042 0.6868 2.5100 0.317
H 0.5443 0.8731 4.1972 0.463
H -1.8171 0.4001 4.8291 0.447
H -3.4681 -0.0381 3.0185 0.452
H -3.5257 1.0228 0.1099 0.420
H -3.8383 -0.5651 0.7838 0.355
H -3.1839 -0.3104 -1.6000 0.262
H -2.1097 -2.2572 -1.8958 0.414
H -3.1626 -2.4856 -0.5064 0.424
H -1.1291 -3.4899 0.0547 0.491
H -1.2581 -2.0460 1.0245 0.327
H 0.5375 -2.4902 -1.1969 0.231
C 1.5595 2.8663 -2.3910 -0.707
C 2.5044 1.8354 -2.2460 -0.583
C 2.2105 0.8222 -3.1851 -0.686
C 1.1012 1.2480 -3.9372 -0.711
C 0.7001 2.5114 -3.4513 -0.717
H 1.5535 3.8095 -1.8633 0.442
H 3.3901 1.8790 -1.6249 0.857
H 2.8050 -0.0600 -3.3771 0.443
H 0.6609 0.7253 -4.7755 0.472
H -0.1231 3.1034 -3.8273 0.448
```

The value obtained for the strongest force on any atom is 0.7 eV/A. The total energy comes out at -23758.28106 eV. Its relative energy (zero: lowest compared OMol25 entry of this formula, charge and spin) is 0.0 kJ/mol. The frontier orbital gap is 7.568 eV. Its charge is +1.



Look up the total energy of the eighth one.
-133732.59949 eV